# C24H16F3N3O4

One molecule with the formula C24H16F3N3O4 in a non-equilibrium geometry (the ωB97M-V functional and the def2-TZVPD basis, the Open Molecules 2025 dataset).

```
50
Properties=species:S:1:pos:R:3:forces:R:3:mulliken_charge:R:1
O -2.6561 -3.5585 4.1344 0.727 -0.695 -0.750 -0.59
O -3.9672 5.2025 6.0000 -1.180 -1.049 1.280 -0.62
O -0.4739 0.2633 -1.4187 -0.199 -0.850 -0.312 -0.63
F 4.9563 1.1735 -6.6099 0.833 -1.595 -0.329 -0.27
F 5.2353 -0.6603 -7.8950 0.407 1.132 1.579 -0.25
F 6.6708 -0.2330 -6.2303 -1.190 0.591 -0.919 -0.25
O -1.7403 -4.6944 2.4182 0.253 0.798 -0.223 -0.46
C -2.0774 -3.5539 3.0573 -1.751 -0.155 2.041 0.61
C -3.1544 5.1846 5.1077 -1.461 1.638 1.023 0.70
C -0.5003 -0.8484 -0.9091 1.968 1.878 -0.670 0.42
C 1.8056 -0.7043 -3.0493 -0.949 0.431 0.730 -0.65
C 1.2484 -1.8188 -2.4561 1.264 1.000 -0.989 -0.15
C -1.7709 3.8137 3.5239 -0.702 -0.796 -0.030 -0.83
C -3.6808 2.7843 4.5869 -0.128 1.188 0.471 -0.67
C -1.2842 -2.1816 1.1036 -0.655 0.343 0.794 -1.02
C -1.5253 2.5876 2.8688 0.218 0.397 -0.018 -0.75
C -3.4605 1.5975 3.9183 0.614 0.519 -0.004 -0.55
C -2.2420 -1.0581 3.0247 0.480 -0.463 -1.253 -0.62
C -1.5683 0.2049 1.1114 1.110 0.305 -1.496 -0.46
C 3.8235 -3.1650 -4.7122 0.080 0.458 -0.790 -0.87
C 4.6411 -2.3868 -5.5809 -0.055 -1.099 0.157 -0.82
C 3.5759 -0.3754 -4.8236 0.813 0.358 -0.792 -0.38
C -2.8784 3.9398 4.3868 1.352 -1.643 -1.219 0.51
C -1.8736 -2.2702 2.4048 1.293 1.982 -2.589 -0.77
C -1.1123 -0.9475 0.4432 -1.066 -1.873 1.396 0.55
C 2.7984 -1.1345 -3.9836 -0.707 1.336 0.780 1.32
C -2.3721 1.4691 3.0548 0.315 0.917 0.193 0.55
C -2.0969 0.1858 2.3854 0.437 -0.857 -0.043 0.67
C 2.8830 -2.4966 -3.9274 0.175 -0.888 -0.078 -0.33
C 4.5263 -0.9729 -5.6403 -0.877 -0.500 0.357 -0.07
N -2.6462 6.4217 4.8198 1.687 -0.879 -1.900 -0.45
N 0.2994 -1.8895 -1.4116 -0.624 -0.603 0.151 0.00
N 1.9264 -2.9354 -3.0308 -0.968 -0.742 1.117 -0.06
C 5.3448 -0.1435 -6.6051 0.039 -0.786 0.113 0.83
H -2.0555 -5.4149 2.9784 -0.017 -0.079 0.148 0.35
H 1.5673 0.3419 -2.8391 -0.096 -0.678 -0.056 0.48
H -1.1031 4.6621 3.3746 -0.053 -0.307 -0.051 0.25
H -4.4956 2.8565 5.3066 0.138 0.081 -0.239 0.43
H -1.0342 -3.1231 0.6369 0.151 -0.047 -0.113 0.55
H -0.6287 2.5379 2.2144 -0.781 -0.179 0.539 0.39
H -4.1112 0.7596 4.0796 -0.241 -0.220 0.078 0.52
H -2.6034 -1.1098 4.0057 -0.539 -0.033 1.301 0.77
H -1.3848 1.1604 0.5932 -0.335 -0.555 0.284 0.69
H 3.7677 -4.2543 -4.6843 0.677 0.234 -0.326 0.34
H 5.3634 -2.9146 -6.2452 -0.661 0.517 0.626 0.33
H 3.4072 0.6838 -4.8412 0.111 0.369 -0.088 0.50
H -2.1194 6.5014 3.9590 -0.156 0.457 0.215 0.18
H -3.1846 7.2100 5.1335 0.007 -0.125 0.108 0.25
H 0.1769 -2.7798 -0.9575 0.188 -0.031 -0.054 0.14
H 1.7840 -3.9168 -2.7809 0.055 0.795 -0.151 0.19
```
Forces are in eV/Å.

As for the SMILES: NC(=O)c1ccc(-c2cc(C(=O)O)cc(C(=O)Nc3cc4cc(C(F)(F)F)ccc4[nH]3)c2)cc1. The value obtained for the orbital gap is 7.584 eV. The value obtained for the HOMO energy is -8.1 eV. The maximum force is 0.068 Eh/bohr.